Record 1
The following is a quantum chemistry calculation of a structure of composition C3H2O2Pb in a non-equilibrium geometry, from the Open Molecules 2025 dataset.

XYZ file:
```
8
Properties=species:S:1:pos:R:3:forces:R:3:lowdin_charge:R:1
O -0.0982 0.9697 0.9692 3.38 0.30 1.55 0.21
C 0.7834 0.3196 0.2658 -5.13 0.10 1.97 -0.42
C -1.6141 -0.4153 -0.0430 -0.45 -3.06 -1.18 0.22
O 1.9382 0.5238 -0.0217 1.44 0.63 -0.14 -0.21
C -0.3748 -0.4852 0.4471 -0.61 1.85 -1.44 0.05
Pb 3.6085 0.1629 -1.1754 1.63 -0.20 -0.90 1.90
H -1.7770 -0.7158 -1.0795 -0.38 -0.69 0.34 0.12
H -2.4660 -0.3597 0.6374 0.12 1.07 -0.20 0.14
```
Positions in Å, forces in eV/Å.

Calculated values
Relative energy (zero: lowest compared OMol25 entry of this formula, charge and spin) (kJ/mol): 216.2
Largest force on an atom (eV/A): 5.50
LUMO energy (eV): -11.5521
E_HOMO (Ha): -0.667
Total charge: +2

Record 2
The following is a quantum chemistry calculation of a structure of composition C3H2O2Pd in a non-equilibrium geometry, from the Open Molecules 2025 dataset.

XYZ file:
```
8
Properties=species:S:1:pos:R:3:forces:R:3:lowdin_charge:R:1
O -0.8822 -1.4250 -0.3216 7.50 -1.36 -0.86 0.26
C -1.2405 1.0567 0.9312 0.70 0.62 -0.98 0.03
C -0.8302 1.3495 -0.1725 -0.26 -0.07 1.17 0.00
H -1.5381 0.8794 1.9505 -0.06 -0.03 -0.43 0.05
H -0.4465 1.6564 -1.1306 -0.33 -0.09 0.31 0.04
C 0.3307 -1.4768 -0.4172 -10.34 0.96 0.98 -0.24
O 1.4714 -1.2471 -0.4401 -6.99 -2.75 -0.45 -0.20
Pd 3.1354 -0.7930 -0.3997 9.78 2.71 0.26 1.05
```
Positions in Å, forces in eV/Å.

Calculated values
Relative energy (zero: lowest compared OMol25 entry of this formula, charge and spin) (kJ/mol): 71.4
Largest force on an atom (eV/A): 10.44
LUMO energy (spin up / spin down) (eV): -5.1010 / -9.7319
E_HOMO (spin up / spin down) (Ha): -0.464 / -0.530
2S+1: 4
Total charge: +1

Record 3
The following is a quantum chemistry calculation of the molecule C3H2O2S in a non-equilibrium geometry, from the Open Molecules 2025 dataset.

XYZ file:
```
8
Properties=species:S:1:pos:R:3:forces:R:3:lowdin_charge:R:1
C 0.5210 -0.3248 1.0752 -0.27 -0.36 0.45 -0.89
C -0.4281 0.8392 -0.4984 -0.79 1.83 -0.64 -0.09
C -0.2183 -0.3542 -0.9692 -0.45 -1.28 -1.06 -0.09
H -0.8854 1.7095 -0.9713 0.31 -0.35 0.46 0.14
H -0.4995 -0.8201 -1.8970 0.19 0.03 0.00 0.14
O 0.0048 0.9091 0.7929 0.62 -0.73 0.31 0.03
O 0.3394 -1.1391 0.0009 0.31 0.62 0.39 0.02
S 1.1661 -0.8197 2.4670 0.08 0.24 0.09 0.74
```
Positions in Å, forces in eV/Å.

Calculated values
Relative energy (zero: lowest compared OMol25 entry of this formula, charge and spin) (kJ/mol): 58.6
Largest force on an atom (eV/A): 2.09
LUMO energy (eV): 0.7476
E_HOMO (Ha): -0.329

Record 4
The following is a quantum chemistry calculation of a structure of composition C3H2O2Tb in a non-equilibrium geometry, from the Open Molecules 2025 dataset.

XYZ file:
```
8
Properties=species:S:1:pos:R:3:forces:R:3:lowdin_charge:R:1
O -1.4896 1.0569 -0.5132 -0.29 0.45 1.12 -0.25
C -0.9649 -0.0847 -0.2010 -2.53 0.93 0.73 -0.74
C 1.5427 -0.4700 -0.3269 -0.04 1.91 2.15 0.24
O -1.5309 -1.1324 0.0428 2.18 1.45 -0.48 0.23
C 0.4716 0.1548 0.1360 1.15 -4.70 -1.76 0.27
Tb -2.1010 2.0651 1.4764 -0.31 -0.10 -0.94 1.94
H 2.5375 -0.0232 -0.2444 0.14 0.18 -1.02 0.14
H 1.5347 -1.5666 -0.3697 -0.29 -0.12 0.20 0.17
```
Positions in Å, forces in eV/Å.

Calculated values
Relative energy (zero: lowest compared OMol25 entry of this formula, charge and spin) (kJ/mol): 187.1
Largest force on an atom (eV/A): 5.15
LUMO energy (spin up / spin down) (eV): -11.8235 / -11.8679
E_HOMO (spin up / spin down) (Ha): -0.703 / -0.692
2S+1: 8
Total charge: +2

Record 5
The following is a quantum chemistry calculation of a structure of composition C3H2O3 in a non-equilibrium geometry, from the Open Molecules 2025 dataset.

XYZ file:
```
8
Properties=species:S:1:pos:R:3:forces:R:3:lowdin_charge:R:1
O 0.9562 -1.5590 1.5221 -0.52 0.96 -0.53 0.18
C 0.4644 -0.6208 1.0712 0.69 -1.06 0.70 -0.02
C -0.4784 -0.5219 -0.7059 -0.47 -0.42 -0.59 -0.23
O -0.9942 -1.5144 -1.0891 0.39 0.71 0.35 0.15
C -0.2306 0.8605 -0.7564 0.09 -0.23 0.04 -0.23
O -0.3387 1.5302 0.3371 0.06 -0.13 0.11 -0.08
H 0.1320 0.6571 1.1509 -0.17 0.24 -0.16 0.10
H 0.4894 1.1682 -1.5300 -0.07 -0.07 0.08 0.13
```
Positions in Å, forces in eV/Å.

Calculated values
Relative energy (zero: lowest compared OMol25 entry of this formula, charge and spin) (kJ/mol): 336.0
Largest force on an atom (eV/A): 1.45
LUMO energy (spin up / spin down) (eV): -0.7644 / -0.7644
E_HOMO (spin up / spin down) (Ha): -0.322 / -0.322

Record 6
The following is a quantum chemistry calculation of the molecule C3H2O3 in a non-equilibrium geometry, from the Open Molecules 2025 dataset.

XYZ file:
```
8
Properties=species:S:1:pos:R:3:forces:R:3:lowdin_charge:R:1
O -1.5990 -0.3420 1.3019 0.13 -0.07 -0.19 0.11
C -1.0190 0.5667 0.7750 -0.43 -0.31 0.96 -0.17
C 0.0097 0.3489 -0.2894 1.34 -0.43 -0.92 -0.27
O 0.0897 1.1275 -1.2084 -0.26 0.03 0.31 0.11
C 1.0446 -0.8672 -0.4417 -0.95 0.09 -0.06 -0.15
O 1.4421 -1.6315 0.3924 -0.31 0.94 -0.89 0.10
H -1.2462 1.6116 1.0267 0.07 0.23 -0.19 0.13
H 1.2781 -0.8140 -1.5564 0.42 -0.47 0.97 0.14
```
Positions in Å, forces in eV/Å.

Calculated values
Relative energy (zero: lowest compared OMol25 entry of this formula, charge and spin) (kJ/mol): 168.8
Largest force on an atom (eV/A): 1.68
LUMO energy (eV): -1.3066
E_HOMO (Ha): -0.371

Record 7
The following is a quantum chemistry calculation of the molecule C3H2O3, from the Open Molecules 2025 dataset.

XYZ file:
```
8
Properties=species:S:1:pos:R:3:forces:R:3:lowdin_charge:R:1
O 1.7653 -0.4145 -0.8555 -0.41 -0.23 0.52 0.10
C 1.0943 -0.7633 0.0808 0.47 0.04 -0.37 -0.16
C -0.3681 -0.3493 0.2299 -0.36 -0.28 0.19 -0.29
O -1.1691 -1.1052 0.7275 0.41 0.36 -0.22 0.13
C -0.8155 1.0304 -0.2552 0.21 0.48 -0.11 -0.16
O -0.0438 1.9343 -0.4363 -0.39 -0.45 0.13 0.11
H 1.4519 -1.4652 0.8630 -0.06 0.11 -0.13 0.14
H -1.9150 1.1328 -0.3542 0.13 -0.03 -0.01 0.13
```
Positions in Å, forces in eV/Å.

Calculated values
Relative energy (zero: lowest compared OMol25 entry of this formula, charge and spin) (kJ/mol): 147.0
Largest force on an atom (eV/A): 0.71
LUMO energy (eV): -1.3946
E_HOMO (Ha): -0.369

Record 8
The following is a quantum chemistry calculation of the ion C3H2O3P with charge -1 in a non-equilibrium geometry, from the Open Molecules 2025 dataset.

XYZ file:
```
9
Properties=species:S:1:pos:R:3:forces:R:3:lowdin_charge:R:1
C 0.1685 -0.9573 -0.0665 1.03 1.77 -0.28 -0.41
C 0.3624 -2.0425 -0.7317 -0.45 -3.66 -0.09 -0.32
C 0.1180 1.8439 0.3032 -3.12 -0.88 2.16 -0.97
O 0.4802 -3.1755 -1.0832 0.04 1.98 -0.04 0.07
O -0.1270 2.3210 1.3936 -0.54 0.18 1.24 -0.09
O 0.8957 2.0889 -0.5402 3.15 0.44 -3.52 -0.05
P -1.1508 0.2979 -0.2858 -0.48 0.40 0.71 0.81
H 1.1510 -0.4663 0.0547 -0.25 -0.24 0.38 0.08
H -1.8980 0.0899 0.9559 0.62 0.02 -0.56 -0.12
```
Positions in Å, forces in eV/Å.

Calculated values
Relative energy (zero: lowest compared OMol25 entry of this formula, charge and spin) (kJ/mol): 61.3
Largest force on an atom (eV/A): 4.74
LUMO energy (eV): 3.6076
E_HOMO (Ha): -0.136
Total charge: -1

Record 9
The following is a quantum chemistry calculation of a structure of composition C3H2O3Pd in a non-equilibrium geometry, from the Open Molecules 2025 dataset.

XYZ file:
```
9
Properties=species:S:1:pos:R:3:forces:R:3:lowdin_charge:R:1
C -2.0758 -0.4491 -0.6482 0.53 -0.47 0.10 0.18
C -0.8915 -0.6772 -0.6241 -1.70 1.18 0.04 -0.19
O 0.4188 -0.6673 -0.5988 0.93 -0.94 0.47 0.09
C 1.1133 0.2962 0.0866 -4.31 1.64 -9.04 -0.61
O 0.9471 1.5356 -0.2124 -1.23 1.45 0.67 0.23
O 1.7198 -0.0797 1.0665 2.55 13.86 -2.90 -0.20
H -3.1501 -0.3979 -0.6181 0.39 0.00 -0.09 0.06
Pd 1.9202 -1.3608 1.8971 2.27 -16.58 10.84 1.26
H -0.0018 1.8001 -0.3486 0.56 -0.13 -0.08 0.18
```
Positions in Å, forces in eV/Å.

Calculated values
Relative energy (zero: lowest compared OMol25 entry of this formula, charge and spin) (kJ/mol): 74.9
Largest force on an atom (eV/A): 19.94
LUMO energy (spin up / spin down) (eV): -6.0215 / -9.0090
E_HOMO (spin up / spin down) (Ha): -0.400 / -0.520
2S+1: 4
Total charge: +1